The following is a quantum chemistry calculation of 3 unconnected molecules or ions with the total composition C36H54N3O5Si2, from the Open Molecules 2025 dataset.

Each atom is followed by the atoms it is bonded to, with distances in Å.
Cartesian coordinates (Å):
1 C 5.372 -0.525 2.711  C2 1.631, H31 1.148, H32 1.139, H33 1.145
2 C 5.395 0.119 1.213  C1 1.631, N3 1.512, H34 1.155, H35 1.139
3 N 6.807 0.308 0.706  C2 1.512, C4 1.338, Si27 1.823
4 C 7.424 1.495 0.730  N3 1.338, N5 1.473, N26 1.495
5 N 8.787 1.703 0.213  C4 1.473, C6 1.500, H36 1.043
6 C 9.238 3.126 0.363  N5 1.500, O7 1.434, H37 1.156, H38 1.149
7 O 8.297 4.115 -0.076  C6 1.434, C8 1.443
8 C 6.929 3.704 0.124  O7 1.443, C9 1.625, N26 1.499, H39 1.160
9 C 5.887 4.950 0.203  C8 1.625, C10 1.625, H40 1.139, H41 1.151
10 C 4.408 4.298 0.028  C9 1.625, C11 1.611, H42 1.156, H43 1.143
11 C 3.673 4.736 -1.337  C10 1.611, C12 1.630, H44 1.154, H45 1.141
12 C 2.465 3.665 -1.562  C11 1.630, C13 1.635, H46 1.156, H47 1.143
13 C 0.997 4.376 -1.454  C12 1.635, C14 1.612, H48 1.146, H49 1.144
14 C -0.023 3.321 -0.788  C13 1.612, C15 1.607, H50 1.149, H51 1.151
15 C -1.275 3.988 -0.034  C14 1.607, C16 1.633, H52 1.157, H53 1.142
16 C -2.650 3.155 -0.319  C15 1.633, Si17 1.915, H54 1.154, H55 1.156
17 Si -2.919 1.742 0.945  C16 1.915, C18 1.948, C19 1.920, C20 1.943
18 C -1.182 0.927 1.281  Si17 1.948, H56 1.144, H57 1.149, H58 1.143
19 C -3.522 2.391 2.648  Si17 1.920, H59 1.147, H60 1.152, H61 1.148
20 C -4.009 0.290 0.253  Si17 1.943, C21 1.555, C25 1.549
21 C -3.935 0.054 -1.282  C20 1.555, C22 1.562, H62 1.151
22 C -4.775 -1.128 -1.863  C21 1.562, C23 1.550, H63 1.137
23 C -5.642 -2.009 -0.928  C22 1.550, C24 1.581, H64 1.151
24 C -5.687 -1.732 0.628  C23 1.581, C25 1.572, H65 1.138
25 C -4.853 -0.550 1.244  C20 1.549, C24 1.572, H66 1.147
26 N 6.736 2.721 1.239  C4 1.495, C8 1.499, H67 1.031
27 Si 7.608 -1.185 0.032  N3 1.823, C28 1.910, C29 1.943, C30 1.942
28 C 9.327 -1.554 0.780  Si27 1.910, H68 1.142, H69 1.155, H70 1.141
29 C 6.527 -2.761 0.386  Si27 1.943, H71 1.139, H72 1.139, H73 1.155
30 C 7.693 -0.954 -1.894  Si27 1.942, H74 1.140, H75 1.146, H76 1.140
31 H 4.795 0.141 3.447  C1 1.148
32 H 4.844 -1.533 2.645  C1 1.139
33 H 6.441 -0.692 3.085  C1 1.145
34 H 4.820 -0.544 0.463  C2 1.155
35 H 4.807 1.092 1.280  C2 1.139
36 H 9.463 1.153 0.786  N5 1.043
37 H 10.178 3.250 -0.297  C6 1.156
38 H 9.605 3.258 1.444  C6 1.149
39 H 6.620 3.133 -0.837  C8 1.160
40 H 6.022 5.462 1.212  C9 1.139
41 H 6.076 5.648 -0.692  C9 1.151
42 H 4.496 3.146 -0.009  C10 1.156
43 H 3.828 4.564 0.976  C10 1.143
44 H 4.435 4.593 -2.191  C11 1.154
45 H 3.271 5.805 -1.309  C11 1.141
46 H 2.515 3.174 -2.607  C12 1.156
47 H 2.520 2.809 -0.807  C12 1.143
48 H 1.098 5.336 -0.837  C13 1.146
49 H 0.664 4.556 -2.533  C13 1.144
50 H -0.371 2.615 -1.625  C14 1.149
51 H 0.536 2.689 -0.006  C14 1.151
52 H -1.099 3.883 1.106  C15 1.157
53 H -1.383 5.106 -0.246  C15 1.142
54 H -3.545 3.877 -0.418  C16 1.154
55 H -2.506 2.695 -1.370  C16 1.156
56 H -0.749 0.704 0.245  C18 1.144
57 H -1.403 -0.085 1.778  C18 1.149
58 H -0.496 1.599 1.902  C18 1.143
59 H -4.048 1.530 3.193  C19 1.147
60 H -2.574 2.624 3.261  C19 1.152
61 H -4.164 3.340 2.587  C19 1.148
62 H -3.284 0.693 -1.984  C21 1.151
63 H -4.705 -1.290 -2.987  C22 1.137
64 H -6.247 -2.876 -1.382  C23 1.151
65 H -6.336 -2.380 1.301  C24 1.138
66 H -4.856 -0.338 2.371  C25 1.147
67 H 7.162 3.042 2.121  N26 1.031
68 H 10.137 -0.848 0.391  C28 1.142
69 H 9.638 -2.612 0.437  C28 1.155
70 H 9.342 -1.499 1.920  C28 1.141
71 H 7.104 -3.677 0.032  C29 1.139
72 H 5.496 -2.635 -0.082  C29 1.139
73 H 6.480 -2.831 1.538  C29 1.155
74 H 6.642 -0.715 -2.268  C30 1.140
75 H 8.409 -0.087 -2.117  C30 1.146
76 H 8.114 -1.914 -2.342  C30 1.140
77 C -5.184 -6.447 -0.641  C78 1.334, C83 1.478, H85 1.083
78 C -5.764 -5.594 0.205  C77 1.334, C79 1.478, H86 1.083
79 C -6.904 -6.010 1.048  C78 1.478, O80 1.218, C81 1.478
80 O -7.435 -5.231 1.819  C79 1.218
81 C -7.375 -7.405 0.920  C79 1.478, C82 1.333, H87 1.083
82 C -6.795 -8.257 0.075  C81 1.333, C83 1.478, H88 1.083
83 C -5.654 -7.843 -0.769  C77 1.478, C82 1.478, O84 1.217
84 O -5.123 -8.620 -1.539  C83 1.217
85 H -4.349 -6.161 -1.268  C77 1.083
86 H -5.434 -4.568 0.306  C78 1.083
87 H -8.211 -7.691 1.546  C81 1.083
88 H -7.128 -9.282 -0.032  C82 1.083
89 C -10.606 -1.411 -0.102  C90 1.334, C95 1.479, H97 1.083
90 C -9.965 -2.579 -0.137  C89 1.334, C91 1.478, H98 1.083
91 C -9.772 -3.310 -1.408  C90 1.478, O92 1.217, C93 1.478
92 O -9.189 -4.378 -1.439  C91 1.217
93 C -10.316 -2.696 -2.637  C91 1.478, C94 1.334, H99 1.083
94 C -10.957 -1.527 -2.602  C93 1.334, C95 1.479, H100 1.083
95 C -11.150 -0.795 -1.332  C89 1.479, C94 1.479, O96 1.216
96 O -11.732 0.272 -1.300  C95 1.216
97 H -10.756 -0.862 0.819  C89 1.083
98 H -9.560 -3.044 0.754  C90 1.083
99 H -10.165 -3.244 -3.559  C93 1.083
100 H -11.362 -1.063 -3.493  C94 1.083

Values from the calculation:
HOMO energy ... -0.3714 Eh
Charge ... +1
Energy ... -2523.100014 a.u.
Orbital gap ... 6.45 eV
LUMO level ... -3.65 eV

Results of the Mulliken charge analysis, in e, for atoms 1 through 99:
1. C -1.09
2. C -0.28
3. N 0.26
4. C 0.24
5. N -0.20
6. C -0.50
7. O -0.42
8. C 0.11
9. C -0.81
10. C 0.07
11. C -0.65
12. C -0.41
13. C -0.77
14. C -0.14
15. C -0.67
16. C -0.45
17. Si 0.17
18. C -0.96
19. C -0.90
20. C 0.79
21. C -0.25
22. C -0.66
23. C -0.28
24. C -0.29
25. C -0.58
26. N -0.21
27. Si 0.17
28. C -1.04
29. C -0.87
30. C -0.93
31. H 0.34
32. H 0.29
33. H 0.30
34. H 0.39
35. H 0.15
36. H 0.19
37. H 0.34
38. H 0.30
39. H 0.27
40. H 0.32
41. H 0.34
42. H -0.25
43. H 0.29
44. H 0.30
45. H 0.36
46. H 0.41
47. H 0.12
48. H 0.42
49. H 0.19
50. H 0.24
51. H 0.05
52. H 0.17
53. H 0.38
54. H 0.34
55. H 0.21
56. H 0.22
57. H 0.38
58. H 0.28
59. H 0.24
60. H 0.27
61. H 0.29
62. H 0.14
63. H 0.31
64. H 0.42
65. H 0.35
66. H 0.05
67. H 0.31
68. H 0.33
69. H 0.34
70. H 0.36
71. H 0.39
72. H 0.28
73. H 0.23
74. H 0.30
75. H 0.30
76. H 0.34
77. C -0.46
78. C -0.15
79. C 0.49
80. O -0.58
81. C -0.43
82. C -0.40
83. C 0.34
84. O -0.56
85. H 0.43
86. H 0.45
87. H 0.43
88. H 0.41
89. C -0.38
90. C -0.19
91. C 0.35
92. O -0.55
93. C -0.40
94. C -0.34
95. C 0.34
96. O -0.55
97. H 0.42
98. H 0.47
99. H 0.43


The following is a quantum chemistry calculation of 8 unconnected molecules or ions with the total composition C36H54N8O13, from the Open Molecules 2025 dataset.

Each atom is followed by the atoms it is bonded to, with distances in Å.
Cartesian coordinates (Å):
1 C 3.096 -3.700 -4.483  C2 1.553, H12 1.129, H13 1.035, H14 1.072
2 C 1.950 -3.065 -3.649  C1 1.553, C3 1.525, N7 1.477, C11 1.662
3 C 2.212 -1.590 -3.368  C2 1.525, C4 1.519, H15 0.978, H16 1.179
4 C 1.052 -0.946 -2.628  C3 1.519, C5 1.427, H17 1.055, H18 1.193
5 C -0.084 -1.092 -3.478  C4 1.427, C6 1.503, H19 0.984, H20 1.197
6 C -0.529 -2.505 -3.734  C5 1.503, N7 1.404, C9 1.576, C10 1.581
7 N 0.560 -3.321 -4.079  C2 1.477, C6 1.404, O8 1.320
8 O 0.518 -4.251 -5.015  N7 1.320
9 C -1.601 -2.656 -4.880  C6 1.576, H21 1.154, H22 1.003, H23 1.124
10 C -1.289 -3.152 -2.509  C6 1.581, H24 1.063, H25 1.111, H26 1.177
11 C 2.017 -3.858 -2.190  C2 1.662, H27 1.136, H28 1.031, H29 1.117
12 H 3.067 -4.817 -4.641  C1 1.129
13 H 4.026 -3.443 -4.107  C1 1.035
14 H 3.185 -3.324 -5.482  C1 1.072
15 H 2.564 -1.036 -4.093  C3 0.978
16 H 3.147 -1.690 -2.655  C3 1.179
17 H 1.379 0.040 -2.443  C4 1.055
18 H 0.861 -1.324 -1.513  C4 1.193
19 H 0.066 -0.555 -4.289  C5 0.984
20 H -0.951 -0.487 -2.917  C5 1.197
21 H -1.943 -3.675 -5.299  C9 1.154
22 H -1.160 -2.177 -5.642  C9 1.003
23 H -2.620 -2.291 -4.577  C9 1.124
24 H -2.064 -2.511 -2.162  C10 1.063
25 H -0.753 -3.398 -1.566  C10 1.111
26 H -1.650 -4.225 -2.831  C10 1.177
27 H 1.681 -4.908 -2.462  C11 1.136
28 H 1.460 -3.434 -1.432  C11 1.031
29 H 3.059 -3.953 -1.798  C11 1.117
30 N -0.249 -0.250 0.638  O31 1.225, O32 1.212, O33 1.210
31 O -0.009 0.832 0.117  N30 1.225
32 O 0.591 -0.801 1.316  N30 1.212
33 O -1.263 -0.853 0.371  N30 1.210
34 C -2.749 2.144 -2.295  C35 1.550, C39 1.353, H43 0.944
35 C -3.958 3.113 -2.342  C34 1.550, C36 1.495, H44 1.054
36 C -3.698 4.581 -2.446  C35 1.495, C37 1.471, H45 1.007
37 C -2.298 5.027 -2.383  C36 1.471, C38 1.500, N40 1.520
38 C -1.132 4.083 -2.417  C37 1.500, C39 1.544, H46 1.119
39 C -1.473 2.589 -2.230  C34 1.353, C38 1.544, H47 1.149
40 N -1.931 6.501 -2.427  C37 1.520, O41 1.323, O42 1.237
41 O -2.903 7.325 -2.781  N40 1.323
42 O -0.796 6.956 -2.242  N40 1.237
43 H -3.000 1.236 -2.356  C34 0.944
44 H -4.958 2.853 -2.135  C35 1.054
45 H -4.478 5.200 -2.293  C36 1.007
46 H -0.127 4.569 -2.492  C38 1.119
47 H -0.855 1.623 -2.301  C39 1.149
48 C 5.055 0.296 -0.788  C49 1.395, C53 1.410, H57 1.139
49 C 3.960 -0.171 -0.060  C48 1.395, C50 1.657, H58 1.040
50 C 3.878 0.050 1.581  C49 1.657, C51 1.419, H59 0.975
51 C 5.048 0.570 2.194  C50 1.419, C52 1.567, N54 1.472
52 C 6.214 1.147 1.322  C51 1.567, C53 1.477, H60 1.222
53 C 6.173 0.838 -0.123  C48 1.410, C52 1.477, H61 1.164
54 N 5.179 0.702 3.655  C51 1.472, O55 1.260, O56 1.227
55 O 4.236 0.196 4.320  N54 1.260
56 O 6.183 1.269 4.075  N54 1.227
57 H 4.953 0.411 -1.916  C48 1.139
58 H 3.045 -0.496 -0.431  C49 1.040
59 H 3.083 -0.119 2.120  C50 0.975
60 H 7.193 1.695 1.807  C52 1.222
61 H 6.935 1.274 -0.887  C53 1.164
62 C -1.775 0.559 5.864  C63 1.513, C67 1.442, H71 1.143
63 C -1.469 0.731 4.391  C62 1.513, C64 1.561, H72 1.084
64 C -0.132 1.386 3.922  C63 1.561, C65 1.576, H73 1.056
65 C 0.805 2.026 5.015  C64 1.576, C66 1.480, N68 1.463
66 C 0.487 1.801 6.442  C65 1.480, C67 1.492, H74 1.161
67 C -0.728 0.993 6.755  C62 1.442, C66 1.492, H75 1.181
68 N 2.071 2.692 4.709  C65 1.463, O69 1.187, O70 1.241
69 O 2.828 3.067 5.543  N68 1.187
70 O 2.246 3.013 3.523  N68 1.241
71 H -2.594 -0.129 6.268  C62 1.143
72 H -2.134 0.206 3.715  C63 1.084
73 H 0.123 1.496 2.903  C64 1.056
74 H 1.131 2.153 7.342  C66 1.161
75 H -0.884 1.041 7.924  C67 1.181
76 C -0.718 -2.614 4.218  O77 1.283, N78 1.312, H81 1.220
77 O -0.188 -2.618 5.388  C76 1.283
78 N -1.909 -3.109 3.976  C76 1.312, C79 1.467, C80 1.490
79 C -2.595 -2.909 2.695  N78 1.467, H82 1.032, H83 1.071, H84 1.152
80 C -2.853 -3.416 5.088  N78 1.490, H85 1.005, H86 1.175, H87 1.094
81 H 0.015 -2.113 3.382  C76 1.220
82 H -3.054 -2.048 2.360  C79 1.032
83 H -3.248 -3.756 2.643  C79 1.071
84 H -1.854 -2.982 1.815  C79 1.152
85 H -3.753 -3.746 4.785  C80 1.005
86 H -3.093 -2.555 5.850  C80 1.175
87 H -2.468 -4.272 5.651  C80 1.094
88 C -6.219 -2.960 0.603  O89 1.315, N90 1.320, H93 1.138
89 O -6.934 -2.120 1.319  C88 1.315
90 N -5.069 -2.593 0.072  C88 1.320, C91 1.452, C92 1.500
91 C -4.315 -3.583 -0.677  N90 1.452, H94 1.118, H95 0.979, H96 1.178
92 C -4.533 -1.194 0.151  N90 1.500, H97 0.993, H98 1.036, H99 1.080
93 H -6.590 -4.034 0.668  C88 1.138
94 H -4.463 -4.633 -0.324  C91 1.118
95 H -3.350 -3.640 -0.524  C91 0.979
96 H -4.456 -3.474 -1.842  C91 1.178
97 H -5.266 -0.693 -0.294  C92 0.993
98 H -3.799 -0.987 -0.550  C92 1.036
99 H -4.313 -0.697 1.084  C92 1.080
100 C 2.490 3.370 -1.050  O101 1.271, N102 1.383, H105 1.009
101 O 3.013 3.145 -2.186  C100 1.271
102 N 2.363 4.683 -0.636  C100 1.383, C103 1.304, C104 1.530
103 C 1.758 4.964 0.484  N102 1.304, H106 1.035, H107 1.247, H108 1.117
104 C 2.878 5.842 -1.492  N102 1.530, H109 1.026, H110 1.070, H111 1.191
105 H 1.877 2.759 -0.532  C100 1.009
106 H 0.783 5.236 0.267  C103 1.035
107 H 2.293 5.890 1.126  C103 1.247
108 H 1.750 4.145 1.244  C103 1.117
109 H 2.113 5.990 -2.159  C104 1.026
110 H 3.820 5.644 -1.958  C104 1.070
111 H 2.805 6.996 -1.207  C104 1.191

Values from the calculation:
HOMO energy ... -0.3133 Eh
Energy relative to the best compared isomer or geometry (same formula, charge and spin) ... 0.554 eV
Energy ... -2819.175842 a.u.
Orbital gap ... 3.76 eV
LUMO level ... -4.77 eV

Results of the Mulliken charge analysis, in e, for atoms 1 through 99:
1. C -1.73
2. C 1.30
3. C -1.41
4. C 0.65
5. C -0.84
6. C 1.40
7. N 1.09
8. O -0.38
9. C -1.82
10. C -1.90
11. C -1.54
12. H 0.35
13. H 0.48
14. H 0.48
15. H 0.60
16. H 0.06
17. H 0.78
18. H -0.66
19. H 1.07
20. H -0.67
21. H 0.33
22. H 0.65
23. H 0.29
24. H 0.35
25. H 0.26
26. H 0.44
27. H 0.36
28. H 0.40
29. H 0.42
30. N 0.66
31. O -0.40
32. O -0.51
33. O -0.41
34. C -0.74
35. C -0.59
36. C -0.72
37. C 0.29
38. C -0.48
39. C 0.70
40. N 0.82
41. O -0.55
42. O -0.53
43. H 0.75
44. H 0.41
45. H 0.51
46. H 0.35
47. H -0.32
48. C 0.18
49. C -0.21
50. C -0.98
51. C 0.00
52. C -0.41
53. C -0.59
54. N 1.04
55. O -0.58
56. O -0.59
57. H 0.23
58. H 0.29
59. H 1.05
60. H 0.29
61. H 0.22
62. C -0.48
63. C -0.33
64. C -0.47
65. C 0.08
66. C -0.49
67. C -0.29
68. N 0.97
69. O -0.60
70. O -0.52
71. H 0.29
72. H 0.44
73. H 0.78
74. H 0.30
75. H 0.21
76. C 0.16
77. O -0.66
78. N 0.21
79. C -1.03
80. C -0.90
81. H 0.26
82. H 0.45
83. H 0.40
84. H 0.10
85. H 0.45
86. H 0.13
87. H 0.32
88. C 0.09
89. O -0.63
90. N 0.30
91. C -0.92
92. C -1.53
93. H 0.30
94. H 0.41
95. H 0.25
96. H 0.23
97. H 0.80
98. H 0.35
99. H 0.41